# 1
A molecular structure, C47H38Br2N6NaO5PS2 at a distorted geometry, computed with ωB97M-V/def2-TZVPD.

As for the net charge: -2. The value obtained for the HOMO-LUMO gap is 4.05 eV. The total energy is -243995.390 eV. The largest force on an atom comes out at 0.0218 Eh/bohr. As for the energy relative to the best compared isomer or geometry (same formula, charge and spin): 14.26 kcal per mole. As for the multiplicity: 1.

The geometry in XYZ format:
```
102
Properties=species:S:1:pos:R:3:mulliken_charge:R:1
Na 0.1423 0.6166 -0.3592 1.051
Br -6.9782 2.4488 -1.2303 -0.282
C -5.6312 1.1289 -0.9544 -0.129
C -4.6911 1.3164 0.0461 -0.460
C -3.6729 0.3911 0.1979 0.114
C -3.5644 -0.6996 -0.6654 0.049
C -4.5532 -0.8977 -1.6210 -0.516
C -5.5893 0.0132 -1.7673 -0.445
N -2.5017 -1.6260 -0.5307 0.996
C -1.8776 -2.2570 -1.6762 -1.219
C -0.5663 -2.7001 -1.6245 1.079
C 0.0889 -3.2549 -2.7830 -1.372
C 1.3963 -3.6336 -2.7041 -0.075
C 2.1071 -3.4977 -1.4880 -0.892
C 1.4085 -2.9782 -0.4131 -0.357
N 0.1307 -2.6049 -0.4424 -0.127
H -4.7430 2.1862 0.6876 0.421
H -2.9246 0.5259 0.9692 0.113
H -4.5090 -1.7630 -2.2682 0.442
H -6.3424 -0.1388 -2.5293 0.395
H -2.3707 -2.0879 -2.6181 0.167
H -0.4703 -3.3554 -3.7068 0.384
H 1.8912 -4.0469 -3.5781 0.360
H 3.1503 -3.7778 -1.3974 0.506
H 1.9045 -2.8476 0.5488 0.414
Br 4.9711 -4.0046 -5.9522 -0.251
C 5.6702 -2.7900 -4.6595 -0.076
C 6.5832 -1.8281 -5.0562 -0.486
C 7.0939 -0.9480 -4.1164 -0.225
C 6.6911 -0.9951 -2.7770 -0.141
C 5.7672 -1.9882 -2.4089 0.252
C 5.2633 -2.8818 -3.3393 -0.240
N 7.3697 -0.1681 -1.8717 -0.792
N 6.8855 0.2414 -0.7703 -0.452
C 5.5575 0.4025 -0.4689 0.036
C 5.2846 0.2996 0.9098 -0.248
C 4.0213 0.2030 1.4273 -1.091
C 2.8664 0.2501 0.5904 0.204
O 1.7041 0.1338 1.0156 -0.484
C 3.1229 0.5052 -0.8468 0.358
N 2.0240 0.6353 -1.6164 0.189
C 2.1660 0.9533 -2.8890 -0.550
C 3.4173 1.2413 -3.4472 -1.281
C 4.5416 1.0928 -2.6773 -0.410
C 4.4311 0.6372 -1.3500 0.469
H 6.8975 -1.7737 -6.0906 0.380
H 7.8161 -0.1933 -4.4061 0.423
H 5.4440 -2.0612 -1.3787 0.281
H 4.5404 -3.6280 -3.0356 0.333
H 6.1494 0.2087 1.5587 0.395
H 3.8688 0.0549 2.4897 0.461
H 1.2621 1.0173 -3.4826 0.620
H 3.4827 1.5838 -4.4717 0.443
H 5.5119 1.3459 -3.0787 0.606
O -0.4151 3.0747 -0.4126 -0.742
C -1.0684 2.7375 -1.4029 0.381
N -1.1309 1.4889 -1.9026 -0.190
S -1.7201 1.5048 -3.4121 1.106
O -2.7531 0.5353 -3.6419 -0.618
O -0.6618 1.5383 -4.3979 -0.844
C -2.3987 3.1533 -3.3310 0.133
C -3.2163 3.8435 -4.2011 -0.681
C -3.5440 5.1541 -3.8709 -0.470
C -3.0454 5.7407 -2.7096 -0.615
C -2.2102 5.0310 -1.8536 -0.414
C -1.9005 3.7256 -2.1791 0.021
H -3.5940 3.3688 -5.0994 0.466
H -4.1996 5.7232 -4.5194 0.384
H -3.3221 6.7600 -2.4675 0.379
H -1.8182 5.4773 -0.9473 0.484
C -4.6168 -5.8982 5.7531 -0.738
C -3.7482 -6.0251 6.9812 0.606
O -3.9642 -6.8470 7.8367 -0.587
S -2.3894 -4.8852 7.2499 -0.167
C -2.1702 -4.0211 5.7214 -0.530
C -1.4301 -4.6106 4.6927 -0.146
C -1.3695 -4.0249 3.4441 -0.709
C -2.0671 -2.8258 3.1711 0.310
C -2.7371 -2.2023 4.2470 -0.375
C -2.7890 -2.7925 5.4946 -0.345
C -2.1132 -2.3099 1.8682 -0.100
C -2.1491 -1.9221 0.7158 -0.314
H -4.8228 -6.8961 5.3662 0.282
H -4.1836 -5.2838 4.9728 0.222
H -5.5633 -5.4552 6.0678 0.226
H -0.9083 -5.5406 4.8878 0.405
H -0.7936 -4.4768 2.6451 0.537
H -3.2264 -1.2520 4.0713 0.420
H -3.3203 -2.3083 6.3058 0.389
C -1.6803 3.2718 2.3922 -1.358
P -0.4769 1.8924 2.1097 1.715
C 1.1008 2.8114 2.3384 -1.371
C -0.5742 1.1720 3.8154 -1.568
H -1.4788 3.7966 3.3311 0.446
H -2.6901 2.8515 2.4325 0.277
H -1.6310 3.9709 1.5582 0.264
H 1.0145 3.5378 3.1507 0.451
H 1.3677 3.3159 1.4084 0.277
H 1.8769 2.0842 2.5734 0.312
H -0.4052 1.9332 4.5838 0.437
H 0.1849 0.3908 3.9047 0.332
H -1.5528 0.7113 3.9768 0.281
```

# 2
A molecular structure, C47H39CdF10N8S, computed with ωB97M-V/def2-TZVPD.

As for the net charge: -1. The value obtained for the HOMO-LUMO gap is 5.09 eV. The total energy is -103865.046 eV. The largest force on an atom comes out at 0.0112 Eh/bohr. As for the energy relative to the best compared isomer or geometry (same formula, charge and spin): 0.00 kcal per mole. As for the multiplicity: 1.

The geometry in XYZ format:
```
106
Properties=species:S:1:pos:R:3:mulliken_charge:R:1
Cd -0.8615 0.2347 0.4982 2.470
C 5.9474 -0.7717 1.8661 -1.768
C 4.4501 -0.9029 1.9102 0.868
C 3.8002 -2.0573 1.4846 -1.356
C 2.4252 -2.1401 1.4546 0.883
C 1.5892 -1.0919 1.8663 -1.057
N 0.1843 -1.1899 1.8396 0.515
C -0.3254 -2.3658 2.3362 -0.163
C 0.3889 -3.1410 3.2849 -0.620
C -0.0395 -4.3659 3.7519 -1.191
C -1.2496 -4.9206 3.3474 0.503
C -1.7275 -6.2627 3.8337 -1.622
C -2.0175 -4.1381 2.5017 0.096
C -1.5936 -2.9064 2.0165 -0.814
N -2.5543 -2.2169 1.2119 1.182
C -3.2548 -2.7538 0.1871 -0.472
C -4.3534 -1.9608 -0.0197 -0.910
C -4.2313 -0.9437 0.9481 -0.528
N -3.1592 -1.1087 1.7010 -0.629
C 2.2634 0.0612 2.2678 -0.174
C 3.6494 0.1573 2.2832 -0.106
N 1.5463 1.2364 2.6389 0.061
C 1.7673 1.9880 3.7316 -0.287
C 1.0648 3.1612 3.5726 -1.484
C 0.4380 3.0175 2.3281 -0.327
N 0.7333 1.8535 1.7656 0.472
H 6.4091 -1.7103 1.5568 0.374
H 6.3599 -0.4993 2.8409 0.357
H 6.2449 -0.0044 1.1481 0.311
H 4.3835 -2.9009 1.1293 0.256
H 1.9672 -3.0522 1.1068 0.496
H 1.3308 -2.7555 3.6477 0.300
H 0.5839 -4.8982 4.4641 0.291
H -1.0105 -6.6978 4.5316 0.359
H -1.8561 -6.9702 3.0104 0.291
H -2.6878 -6.1871 4.3501 0.338
H -3.0067 -4.4732 2.2065 0.402
H -2.8887 -3.6272 -0.3246 0.477
H -5.0925 -2.0563 -0.7964 0.453
H -4.8642 -0.0846 1.1127 0.475
H 4.0911 1.1124 2.5467 0.386
H 2.3980 1.6229 4.5240 0.495
H 0.9853 3.9805 4.2654 0.445
H -0.2575 3.6867 1.8501 0.382
S 0.7889 -1.7525 -3.6472 -0.191
C 1.5233 -3.0525 -2.7742 0.934
C 2.6409 -3.8197 -3.0895 -0.643
C 2.9848 -4.8512 -2.2375 -0.645
C 2.2226 -5.1278 -1.0951 -0.416
C 1.1238 -4.3576 -0.7741 -0.415
C 0.7856 -3.2904 -1.6073 -0.505
N -0.2922 -2.4460 -1.4055 -0.092
C -0.4172 -1.6159 -2.3821 -1.127
C -1.5509 -0.6745 -2.5074 2.273
C -2.2325 -0.6665 -3.7284 -0.309
C -3.4115 0.0500 -3.8690 -1.124
C -3.9078 0.7398 -2.7720 -0.789
C -3.1973 0.7478 -1.5776 0.793
C -1.9865 0.0760 -1.4006 -0.681
H 3.2297 -3.6100 -3.9727 0.424
H 3.8560 -5.4554 -2.4580 0.360
H 2.5068 -5.9505 -0.4507 0.402
H 0.5215 -4.5503 0.1070 0.264
H -1.8630 -1.2658 -4.5539 0.427
H -3.9504 0.0371 -4.8092 0.323
H -4.8474 1.2780 -2.8454 0.451
H -3.6074 1.3028 -0.7440 0.127
F -2.8789 3.6904 -0.4244 -0.377
C -3.0771 3.2594 0.8845 -1.191
C -2.3593 2.2113 1.3920 0.812
C -2.6042 1.9736 2.7297 0.198
F -1.8985 1.0290 3.3922 -0.409
C -3.5247 2.6718 3.4924 0.410
F -3.7378 2.3936 4.7905 -0.363
C -4.2386 3.7045 2.9064 0.573
F -5.1275 4.4117 3.6260 -0.349
C -4.0069 4.0150 1.5822 0.107
F -4.6722 5.0440 1.0139 -0.372
C 0.0753 4.8304 -1.5303 -1.290
C 0.2075 3.3558 -1.0865 1.731
N 0.1020 2.4946 -2.2580 0.679
C -1.1135 2.7883 -2.9933 0.184
C -1.0223 4.1920 -3.6386 -0.899
N 0.1812 4.8590 -3.0343 0.076
C 1.4336 4.1499 -3.4781 -1.054
C 1.2604 2.6547 -3.1191 -0.108
H 0.8691 5.4703 -1.1448 0.372
H -0.8951 5.2557 -1.2729 0.376
H -0.6015 3.1148 -0.3984 -1.829
H 1.1593 3.1597 -0.5947 0.333
H -1.9538 2.7492 -2.3091 -0.348
H -1.2708 2.0281 -3.7583 0.445
H -1.8858 4.8179 -3.4143 0.383
H -0.8608 4.1695 -4.7166 0.249
H 0.2180 5.8255 -3.3404 0.297
H 2.2610 4.6134 -2.9410 0.397
H 1.5478 4.3371 -4.5458 0.350
H 2.1457 2.2930 -2.6104 -0.227
H 1.1150 2.0497 -4.0148 0.574
F 3.1691 1.9181 -0.7401 -0.407
C 3.1725 0.4688 -0.8971 -0.385
F 1.9590 0.2598 -1.6253 -0.060
C 4.2103 0.3079 -1.9930 0.703
F 4.0376 1.0599 -3.1419 -0.306
F 4.2707 -0.9684 -2.4215 -0.212
F 5.4446 0.6391 -1.5505 -0.333
```

# 3
A molecular structure, C47H39Cl2N2OOsP2SSe at a distorted geometry, computed with ωB97M-V/def2-TZVPD.

As for the net charge: +3. The value obtained for the HOMO-LUMO gap (spin up / spin down) is 5.29 / 5.29 eV. The total energy is -176648.658 eV. The largest force on an atom comes out at 0.0596 Eh/bohr. As for the multiplicity: 1.

The geometry in XYZ format:
```
96
Properties=species:S:1:pos:R:3:mulliken_charge:R:1
Os -0.0954 0.3162 -0.0927 1.457
Cl 0.7488 2.1012 1.3936 0.177
C 2.3937 2.4519 0.9797 -0.566
C 3.1202 3.3427 1.7407 -0.583
C 4.4383 3.5804 1.3747 -0.781
C 4.9970 2.9299 0.2820 -0.698
C 4.2463 2.0244 -0.4480 0.143
Cl 4.9420 1.1776 -1.7712 -0.145
C 2.9096 1.7745 -0.1080 0.340
S 1.9805 0.6662 -1.0878 0.187
H 2.6787 3.8376 2.5956 0.585
H 5.0395 4.2689 1.9530 0.503
H 6.0220 3.1223 -0.0056 0.535
O -1.7079 -2.7153 0.2436 0.649
C -1.4543 -3.5787 -0.8009 0.754
C -1.6132 -4.9510 -0.8114 -1.216
C -1.2950 -5.6510 -1.9696 -0.847
C -0.8196 -4.9979 -3.0955 -1.050
C -0.6520 -3.6232 -3.0750 -0.317
C -0.9549 -2.9116 -1.9175 0.384
P -0.8957 -1.1050 -1.8037 2.574
C 0.1790 -0.6425 -3.1945 0.129
C -0.1328 0.3958 -4.0709 -1.230
C 0.7585 0.7373 -5.0784 -0.909
C 1.9726 0.0727 -5.1922 -0.793
C 2.2985 -0.9457 -4.3057 -0.897
C 1.4078 -1.3015 -3.3057 -0.208
C -2.6010 -0.6510 -2.2055 0.440
C -3.0840 -0.7713 -3.5084 -0.727
C -4.4058 -0.4567 -3.7800 -0.870
C -5.2474 -0.0303 -2.7589 -0.806
C -4.7790 0.0558 -1.4553 -0.888
C -3.4581 -0.2594 -1.1760 -0.144
C -1.7976 -3.1282 1.5473 -0.337
C -2.6552 -4.1148 2.0022 -0.704
C -2.5918 -4.4993 3.3330 -0.764
C -1.6896 -3.9006 4.2044 -0.922
C -0.8982 -2.8566 3.7637 -0.826
C -0.9576 -2.4569 2.4273 1.096
P -0.0009 -1.0008 1.9189 1.181
C -0.3531 0.1027 3.3077 0.660
C -1.5414 0.8316 3.2012 -0.603
C -1.9226 1.6937 4.2156 -0.554
C -1.1165 1.8338 5.3406 -0.737
C 0.0619 1.1092 5.4477 -1.042
C 0.4477 0.2392 4.4354 -0.404
C 1.7233 -1.4862 1.8365 0.501
C 2.0123 -2.7291 1.2598 -0.744
C 3.3283 -3.1055 1.0621 -0.804
C 4.3577 -2.2361 1.4078 -0.835
C 4.0729 -0.9950 1.9707 -0.990
C 2.7610 -0.6147 2.1865 -0.608
H -1.9824 -5.4897 0.0465 0.587
H -1.4330 -6.7237 -1.9899 0.459
H -0.5700 -5.5591 -3.9851 0.495
H -0.2688 -3.1130 -3.9470 0.534
H -1.0731 0.9240 -3.9740 0.600
H 0.5031 1.5232 -5.7777 0.558
H 2.6689 0.3518 -5.9722 0.469
H 3.2479 -1.4578 -4.3907 0.550
H 1.6605 -2.0960 -2.6125 0.680
H -2.4348 -1.1152 -4.3039 0.514
H -4.7865 -0.5633 -4.7870 0.504
H -6.2730 0.2332 -2.9796 0.458
H -5.4485 0.3552 -0.6596 0.511
H -3.0922 -0.2301 -0.1521 0.409
H -3.3898 -4.5507 1.3398 0.723
H -3.2553 -5.2747 3.6923 0.483
H -1.6241 -4.2300 5.2320 0.487
H -0.2254 -2.3583 4.4491 0.478
H -2.1682 0.7130 2.3193 0.432
H -2.8490 2.2485 4.1385 0.608
H -1.4126 2.5048 6.1358 0.466
H 0.6824 1.2156 6.3276 0.514
H 1.3680 -0.3231 4.5334 0.538
H 1.2083 -3.4012 0.9803 0.347
H 3.5549 -4.0781 0.6466 0.523
H 5.3866 -2.5313 1.2496 0.459
H 4.8787 -0.3280 2.2491 0.563
H 2.5496 0.3407 2.6470 0.559
C 0.8554 3.8685 -2.6529 -0.799
N 0.3156 4.4103 -1.4050 0.374
C 0.6591 5.6128 -0.8458 -0.396
C -0.1060 5.7720 0.2641 -0.458
N -0.9025 4.6629 0.3701 0.396
C -1.9334 4.4471 1.3841 -0.822
C -0.6353 3.8337 -0.6528 -0.571
Se -1.5136 2.2047 -1.0380 0.158
H 1.6551 4.5178 -2.9970 0.326
H 0.0769 3.8395 -3.4123 0.360
H 1.2383 2.8620 -2.4937 0.192
H 1.4049 6.2597 -1.2749 0.516
H -0.1450 6.5880 0.9654 0.522
H -1.8309 5.2028 2.1571 0.297
H -1.8169 3.4604 1.8285 0.281
H -2.9214 4.5217 0.9347 0.368
```

# 4
A molecular structure, C47H39Cl3GeN5O4ScTe at a distorted geometry, computed with ωB97M-V/def2-TZVPD.

As for the net charge: -2. The value obtained for the HOMO-LUMO gap (spin up / spin down) is 3.37 / 3.46 eV. The total energy is -187093.370 eV. The largest force on an atom comes out at 0.0325 Eh/bohr. As for the energy relative to the best compared isomer or geometry (same formula, charge and spin): 53.56 kcal per mole. As for the multiplicity: 1.

The geometry in XYZ format:
```
101
Properties=species:S:1:pos:R:3:mulliken_charge:R:1
Sc -0.0922 0.7616 -0.3341 -0.762
N 0.6612 2.1791 -2.0741 -0.071
C 1.6317 1.5593 -2.9851 -0.947
C 1.0554 0.2122 -3.3844 0.917
O 0.5930 0.0432 -4.5026 -0.739
N 0.9696 -0.7342 -2.3987 0.911
C -0.0989 -1.7114 -2.5569 -0.313
C -1.4670 -1.1505 -2.1081 0.345
O -2.4339 -1.8802 -2.1455 -0.738
O -1.4391 0.0937 -1.7106 -0.199
H 0.9944 3.0452 -1.6627 0.232
H -0.2033 2.4144 -2.5567 0.250
H 1.7934 2.1254 -3.9029 0.272
H 2.5610 1.4580 -2.4374 0.205
H -0.1956 -2.0019 -3.6001 0.424
H 0.1243 -2.5996 -1.9687 -0.075
Cl 4.2883 3.3010 5.3062 -0.277
C 3.2261 3.0059 3.9434 0.435
C 2.7240 1.7321 3.7274 -0.850
C 1.8880 1.5352 2.6506 0.642
Cl 1.2919 -0.0615 2.2942 -0.144
C 1.4924 2.5467 1.7473 -0.845
O 0.6946 2.3468 0.7642 0.000
C 2.0661 3.8078 2.0101 0.461
Cl 1.6935 5.0958 0.9069 -0.217
C 2.9033 4.0426 3.0822 -0.714
H 2.9800 0.9084 4.3791 0.478
H 3.3044 5.0342 3.2399 0.427
C -3.4365 5.3661 -1.0431 -1.474
Te -2.0031 3.7042 -0.3869 -0.251
C -3.7275 2.5815 -1.2132 -1.043
C -4.9642 3.4174 -1.1428 0.599
C -6.2432 2.8592 -1.1360 -0.577
C -7.3740 3.6553 -1.0438 -0.599
C -7.2363 5.0370 -0.9490 -0.452
C -5.9694 5.6007 -0.9514 -0.567
C -4.8223 4.8109 -1.0532 0.729
H -3.1142 5.6998 -2.0304 0.314
H -3.3411 6.1994 -0.3434 0.393
H -3.8294 1.6666 -0.6285 0.299
H -3.4796 2.2827 -2.2315 0.410
H -6.3447 1.7807 -1.1903 0.462
H -8.3580 3.2014 -1.0332 0.373
H -8.1133 5.6690 -0.8664 0.367
H -5.8581 6.6770 -0.8681 0.380
N -8.9074 -0.6692 6.1664 -0.743
C -7.9495 -0.6864 5.5058 0.344
C -6.7892 -0.7177 4.7077 0.185
C -5.8966 -1.8375 4.7422 -0.996
C -4.7731 -1.8703 3.9662 -0.532
C -4.4608 -0.7925 3.1027 1.167
C -5.3251 0.3334 3.0613 -0.371
C -6.4489 0.3677 3.8349 -0.974
N -3.2831 -0.8305 2.3149 0.352
C -2.5835 -1.9622 1.9458 -0.934
C -1.5150 -1.5324 1.2192 -0.779
N -1.5417 -0.1645 1.1298 0.830
C -2.6203 0.2253 1.7979 -0.963
H -6.1113 -2.6654 5.4069 0.363
H -4.1061 -2.7205 4.0427 0.241
H -5.1184 1.1622 2.3953 0.345
H -7.1042 1.2278 3.7781 0.399
H -2.9334 -2.9490 2.1823 0.404
H -0.7530 -2.1317 0.7435 0.515
H -2.9181 1.2510 1.9338 0.630
C 1.6752 -0.5611 -1.0825 0.282
Ge 3.1860 -1.7617 -1.0927 2.600
C 4.2757 -1.6887 0.5216 0.249
C 4.5020 -0.4745 1.1698 -0.414
C 5.3634 -0.3922 2.2566 -0.563
C 6.0119 -1.5310 2.7140 -0.581
C 5.8096 -2.7452 2.0723 -0.674
C 4.9530 -2.8191 0.9802 -0.340
C 2.5244 -3.5898 -1.3344 0.075
C 2.0989 -4.3332 -0.2322 -0.585
C 1.4792 -5.5667 -0.3923 -0.786
C 1.2717 -6.0769 -1.6661 -0.470
C 1.6850 -5.3508 -2.7747 -0.776
C 2.3049 -4.1190 -2.6072 -0.427
C 4.4955 -1.4743 -2.5236 0.270
C 4.8182 -0.2069 -3.0051 -0.136
C 5.8139 -0.0270 -3.9580 -0.817
C 6.5170 -1.1194 -4.4426 -0.435
C 6.2274 -2.3879 -3.9603 -0.737
C 5.2284 -2.5593 -3.0102 -0.279
H 1.0554 -1.1351 -0.3517 -1.012
H 4.0124 0.4253 0.8168 0.409
H 5.5242 0.5627 2.7429 0.469
H 6.6782 -1.4711 3.5662 0.372
H 6.3204 -3.6357 2.4191 0.397
H 4.8076 -3.7743 0.4857 0.290
H 2.2408 -3.9427 0.7712 0.416
H 1.1472 -6.1223 0.4763 0.400
H 0.7774 -7.0318 -1.7958 0.376
H 1.5096 -5.7345 -3.7722 0.391
H 2.5990 -3.5547 -3.4857 0.397
H 4.3072 0.6635 -2.6186 0.221
H 6.0396 0.9696 -4.3176 0.404
H 7.2910 -0.9828 -5.1882 0.363
H 6.7781 -3.2476 -4.3234 0.391
H 5.0173 -3.5591 -2.6470 0.311
```